# 1
Formula: C3H6N4O
Source: the OMol25 dataset
Level of theory: wB97M-V/def2-TZVPD

Properties
HOMO-LUMO gap	10.6	eV
structure (SMILES)	[H]/N=C\NN(C=O)/C=N/[H]
relative energy (zero: lowest compared OMol25 entry of this formula, charge and spin)	77.1	kcal/mol

Atoms and positions in Å:
H: 1.17 -1.05 -1.59
N: 2.00 -0.83 -1.11
C: 1.82 -0.32 0.11
N: 0.75 -0.12 0.88
N: -0.51 -0.09 0.40
C: -1.08 -1.34 0.27
O: -2.12 -1.58 -0.39
C: -1.09 0.92 -0.36
N: -0.58 2.04 -0.26
H: -1.25 2.63 -0.73
H: 2.70 0.08 0.76
H: 0.89 0.60 1.66
H: -0.56 -1.89 1.02
H: -2.14 0.95 -0.65

These are the Mulliken partial charges, in e, on atoms 1 to 2: atom 1 (H): 0.23, atom 2 (N): -0.66

***

# 2
Formula: C3H7NO
Source: the OMol25 dataset
Level of theory: wB97M-V/def2-TZVPD

Properties
⟨S²⟩	2.008
HOMO-LUMO gap (alpha / beta)	6.7 / 9.5	eV
2S+1	3
relative energy (zero: lowest compared OMol25 entry of this formula, charge and spin)	12.4	kcal/mol

Atoms and positions in Å:
C: 0.12 0.10 -0.16
C: -0.91 0.92 0.58
C: -0.17 -1.39 -0.55
N: 1.33 0.59 -0.19
O: 2.44 -0.07 -0.41
H: -1.67 1.50 0.13
H: -1.49 0.36 1.23
H: -0.46 1.70 1.21
H: 0.13 -1.58 -1.56
H: 0.51 -2.09 0.07
H: -1.18 -1.62 -0.50
H: 1.36 1.60 0.16

These are the Mulliken partial charges, in e, on atoms 1 to 2: atom 1 (C): 0.52, atom 2 (C): -1.24

***

# 3
Formula: C23H14BrCoIN4O2S
Source: the OMol25 dataset
Level of theory: wB97M-V/def2-TZVPD

Properties
HOMO-LUMO gap (alpha / beta)	5.1 / 5.1	eV
total charge	+1

Atoms and positions in Å:
Co: 0.40 -0.62 -0.27
O: -0.40 1.30 6.08
C: -0.41 0.11 5.74
O: -0.54 -0.96 6.34
C: -0.21 -0.08 4.21
C: -0.04 1.03 3.39
C: 0.14 0.84 2.03
N: 0.14 -0.40 1.53
C: -0.01 -1.49 2.29
C: -0.19 -1.35 3.66
C: 0.05 -2.72 1.50
C: -0.03 -4.01 2.00
C: 0.05 -5.07 1.12
C: 0.21 -4.83 -0.24
C: 0.27 -3.52 -0.68
N: 0.19 -2.50 0.17
C: 0.37 1.85 0.99
C: 0.46 3.21 1.21
C: 0.72 4.05 0.14
C: 0.89 3.50 -1.13
C: 0.79 2.13 -1.28
N: 0.52 1.33 -0.25
H: -0.06 2.01 3.87
H: -0.33 -2.18 4.34
H: -0.15 -4.16 3.07
H: 0.00 -6.09 1.49
H: 0.28 -5.64 -0.95
H: 0.40 -3.28 -1.73
H: 0.34 3.60 2.21
H: 0.80 5.12 0.29
H: 1.11 4.12 -1.98
H: 0.94 1.65 -2.24
S: 4.07 -0.68 1.77
C: 3.00 -0.73 0.64
N: 2.20 -0.78 -0.24
Br: 0.87 -0.90 -3.35
C: -0.45 0.37 -3.84
C: -0.20 1.19 -4.93
C: -1.12 2.18 -5.26
C: -2.26 2.36 -4.50
C: -2.51 1.54 -3.41
C: -1.61 0.55 -3.09
I: -2.05 -0.73 -1.50
H: 0.70 1.05 -5.51
H: -0.92 2.81 -6.11
H: -2.97 3.13 -4.76
H: -3.41 1.68 -2.82

These are the Mulliken partial charges, in e, on atoms 1 to 2: atom 1 (Co): -0.80, atom 2 (O): -0.70

***

# 4
Formula: C5H7NO
Source: the OMol25 dataset
Level of theory: wB97M-V/def2-TZVPD

Properties
HOMO-LUMO gap	8.8	eV
relative energy (zero: lowest compared OMol25 entry of this formula, charge and spin)	201.9	kcal/mol

Atoms and positions in Å:
O: -1.32 -0.76 -2.68
C: -0.40 -1.20 -1.70
C: -0.21 -0.27 -0.56
C: -0.50 0.91 -0.14
C: -0.57 1.33 1.20
C: 0.80 0.79 1.45
N: 0.41 2.02 2.08
H: -2.12 -0.49 -2.23
H: -0.69 -2.18 -1.29
H: 0.55 -1.35 -2.22
H: -1.42 0.96 1.77
H: 1.60 0.96 0.73
H: 0.49 -0.53 0.82
H: 0.89 2.81 1.66

These are the Mulliken partial charges, in e, on atoms 1 to 2: atom 1 (O): -0.50, atom 2 (C): -0.44

***

# 5
Formula: C41H49N5Ni
Source: the OMol25 dataset
Level of theory: wB97M-V/def2-TZVPD

Properties
⟨S²⟩	2.006
HOMO-LUMO gap (alpha / beta)	5.8 / 5.9	eV
2S+1	3
relative energy (zero: lowest compared OMol25 entry of this formula, charge and spin)	0.0	kcal/mol

Atoms and positions in Å:
Ni: 0.03 0.09 0.03
C: 0.19 5.89 -2.33
C: -0.29 4.79 -3.25
C: -0.80 3.59 -2.49
C: -2.09 3.11 -2.45
C: -3.41 3.56 -2.98
C: -4.32 4.41 -2.03
C: -1.97 1.86 -1.67
C: -3.01 1.08 -1.28
C: -3.05 -0.07 -0.41
C: -4.21 -0.81 -0.04
C: -5.63 -0.63 -0.55
C: -5.81 -1.43 -1.84
C: -3.77 -1.76 0.88
C: -2.41 -1.56 0.99
C: -1.60 -2.16 2.01
C: -0.30 -1.87 2.35
N: 0.54 -1.02 1.64
C: 1.72 -1.01 2.19
C: 2.84 -0.35 1.67
C: 2.85 0.52 0.54
N: 1.78 1.00 -0.11
C: 2.22 1.96 -0.93
C: 1.41 2.71 -1.74
C: 0.05 2.61 -1.85
N: -0.63 1.62 -1.30
C: 3.69 2.15 -0.78
C: 4.06 1.15 0.05
C: 5.50 0.86 0.50
C: 5.95 -0.49 0.04
C: 4.55 3.21 -1.37
C: 4.90 4.35 -0.41
C: 1.73 -1.97 3.30
C: 0.50 -2.49 3.38
C: 0.01 -3.70 4.19
C: 0.30 -5.04 3.58
C: 2.91 -2.04 4.24
C: 3.01 -0.95 5.22
N: -1.95 -0.52 0.25
C: -4.66 -2.75 1.59
C: -4.54 -4.21 1.22
H: 0.51 6.80 -2.91
H: -0.65 6.11 -1.62
H: 0.99 5.60 -1.68
H: -1.13 5.13 -3.89
H: 0.45 4.48 -3.95
H: -3.34 4.10 -3.93
H: -3.91 2.66 -3.15
H: -3.78 5.25 -1.58
H: -5.06 4.80 -2.70
H: -4.79 3.87 -1.22
H: -3.99 1.52 -1.36
H: -6.38 -0.98 0.21
H: -5.76 0.44 -0.78
H: -5.67 -2.54 -1.70
H: -6.83 -1.29 -2.34
H: -5.10 -1.07 -2.62
H: -2.07 -2.93 2.66
H: 3.77 -0.62 2.14
H: 1.92 3.61 -2.16
H: 6.11 1.71 0.07
H: 5.63 0.85 1.56
H: 5.74 -0.65 -1.06
H: 7.02 -0.63 0.17
H: 5.48 -1.20 0.65
H: 5.45 2.84 -1.83
H: 4.02 3.70 -2.17
H: 5.41 4.04 0.54
H: 5.58 5.06 -0.94
H: 4.08 4.97 -0.03
H: 0.35 -3.64 5.24
H: -1.06 -3.51 4.24
H: 1.33 -5.14 3.24
H: -0.04 -5.90 4.18
H: -0.30 -5.22 2.64
H: 2.74 -2.99 4.73
H: 3.85 -2.13 3.68
H: 2.13 -0.70 5.80
H: 3.72 -1.12 6.00
H: 3.25 0.01 4.73
H: -4.35 -2.83 2.67
H: -5.72 -2.41 1.47
H: -3.46 -4.44 1.34
H: -4.99 -4.97 1.85
H: -4.81 -4.44 0.14
C: 0.95 -3.55 -3.22
C: 0.01 -2.55 -3.50
C: -0.34 -1.68 -2.52
N: 0.29 -1.62 -1.34
C: 1.20 -2.54 -1.03
C: 1.57 -3.48 -1.97
H: 1.25 -4.39 -3.88
H: -0.57 -2.70 -4.41
H: -1.18 -0.94 -2.63
H: 1.78 -2.30 -0.15
H: 2.38 -4.15 -1.76

These are the Mulliken partial charges, in e, on atoms 1 to 2: atom 1 (Ni): -0.10, atom 2 (C): -1.04

***

# 6
Formula: C5H14N
Source: the OMol25 dataset
Level of theory: wB97M-V/def2-TZVPD

Properties
HOMO-LUMO gap	6.6	eV
relative energy (zero: lowest compared OMol25 entry of this formula, charge and spin)	152.9	kcal/mol
total charge	+1

Atoms and positions in Å:
C: 1.56 -0.60 -0.19
C: 0.68 0.61 0.16
C: -0.68 0.73 -0.71
C: -0.45 0.95 -2.20
C: -1.67 -0.46 -0.34
N: 0.20 0.57 1.46
H: 1.20 -1.56 0.16
H: 2.60 -0.30 0.17
H: 1.80 -0.74 -1.25
H: 1.23 1.52 -0.10
H: -1.06 1.66 -0.19
H: -0.08 0.03 -2.66
H: 0.29 1.83 -2.21
H: -1.31 1.31 -2.74
H: -1.13 -1.37 -0.56
H: -2.51 -0.43 -1.00
H: -1.88 -0.32 0.73
H: 0.93 1.07 2.02
H: 0.18 -1.99 4.47
H: 0.08 -2.52 4.98

These are the Mulliken partial charges, in e, on atoms 1 to 2: atom 1 (C): -1.24, atom 2 (C): 0.16

***

These records have total energy values of -412.0861 -248.3065 -5906.8149 -324.4028 -3373.8325 -253.1747 Ha, in the order they appear.